(1)
Molecular formula: C5H12N
Method: DFT, the ωB97M-V functional and the def2-TZVPD basis

HOMO energy	-12.84	eV
ΔE to the lowest compared entry with this formula, charge and spin	4.194	eV

Geometry as ORCA input:
```
! wB97M-V def2-TZVPD RIJCOSX def2/J DEFGRID3
* xyz 1 1
C 2.1426 1.0246 -0.0208
C 1.5101 -0.3174 -0.4971
C 0.6219 -1.3760 0.3572
C -0.1954 -0.2064 0.3094
C -1.3035 0.0620 -0.5110
N -2.6262 0.5817 0.2678
H 1.4128 1.8325 -0.1278
H 2.9677 1.2134 -0.7189
H 2.6065 0.9978 0.9678
H 2.3819 -0.9713 -0.7446
H 1.1397 -0.2849 -1.5257
H 1.1934 -1.6802 1.2263
H 0.4267 -2.2317 -0.2808
H -0.1182 0.4714 1.1576
H -1.7732 -0.8242 -0.9475
H -3.0817 -0.1868 0.7735
H -3.2499 0.9983 -0.4131
H -2.3594 1.2925 0.9416
*
```

---

(2)
Molecular formula: C40H53N10O4V
Method: DFT, the ωB97M-V functional and the def2-TZVPD basis

HOMO energy (spin up / spin down)	-13.31 / -13.31	eV

Geometry as ORCA input:
```
! wB97M-V def2-TZVPD RIJCOSX def2/J DEFGRID3
* xyz 2 3
V -0.5096 0.2853 0.0525
C -0.4850 -0.3980 -3.5679
O -0.5330 0.5739 -2.5285
C -1.1668 1.7856 -2.8926
C -2.6085 1.7836 -2.4195
O -2.6793 1.3950 -1.0423
C -3.7650 0.5044 -0.7878
C -3.3814 -0.9114 -1.1626
O -2.5229 -1.4826 -0.1804
C -3.1604 -2.4634 0.6376
H 0.1489 -0.0576 -4.3911
H -0.0619 -1.3104 -3.1466
H -1.4812 -0.6237 -3.9610
H -0.6112 2.5926 -2.4171
H -1.1469 1.9460 -3.9734
H -3.0406 2.7801 -2.5410
H -3.1814 1.0784 -3.0262
H -3.9862 0.5626 0.2786
H -4.6553 0.8175 -1.3370
H -4.2782 -1.5194 -1.2940
H -2.8202 -0.9020 -2.1008
H -3.8746 -2.0107 1.3310
H -3.6763 -3.1989 0.0184
H -2.3886 -2.9744 1.2119
N 4.9437 0.1961 5.2076
C 4.1452 0.2326 4.3822
C 3.1378 0.2613 3.3654
C 3.0754 -0.7404 2.4040
C 2.0596 -0.7309 1.4553
C 1.0943 0.2781 1.4047
C 1.2029 1.2874 2.3728
C 2.1902 1.2848 3.3422
H 3.8207 -1.5260 2.4038
H 2.0335 -1.5578 0.7547
H 0.4911 2.1079 2.4017
H 2.2361 2.0685 4.0882
C 2.3075 0.3457 -2.0731
C 1.5731 -0.9065 -1.7642
N 0.4727 -1.0567 -1.0272
C 0.1975 -2.4125 -0.9869
C 1.1258 -3.0756 -1.7145
N 1.9760 -2.1153 -2.2137
C 3.1232 -2.3573 -3.0861
N 2.8797 -1.9122 -4.4209
N 3.5037 -0.8009 -4.9106
N 3.1470 -0.6181 -6.1120
C 2.2707 -1.6158 -6.4874
C 1.6056 -1.8578 -7.6905
C 0.7541 -2.9386 -7.7316
C 0.5648 -3.7737 -6.6167
C 1.2255 -3.5619 -5.4246
C 2.0876 -2.4679 -5.3888
H 1.7365 1.2015 -1.7419
H 2.4901 0.4346 -3.1427
H 3.2780 0.3485 -1.5703
H -0.6456 -2.8196 -0.4586
H 1.2406 -4.1237 -1.9305
H 3.3315 -3.4257 -3.0742
H 3.9922 -1.8148 -2.7175
H 1.7775 -1.2255 -8.5510
H 0.2154 -3.1594 -8.6429
H -0.1118 -4.6140 -6.7015
H 1.0841 -4.2191 -4.5763
N 0.0506 1.9668 -0.3015
C 0.2073 3.1052 -0.0704
N 0.4101 4.3378 0.1957
C 1.7246 4.7951 0.7021
C 2.3111 5.8219 -0.2666
C 1.2364 6.8063 -0.7835
C -0.0305 6.7496 0.0713
C -0.6501 5.3603 -0.0043
H 2.3776 3.9311 0.8104
H 1.5705 5.2284 1.6900
H 2.7757 5.3010 -1.1043
H 3.1036 6.3548 0.2583
H 0.9751 6.5660 -1.8164
H 1.6285 7.8211 -0.7866
H -0.7673 7.4699 -0.2813
H 0.1993 7.0087 1.1059
H -1.1052 5.2013 -0.9837
H -1.4237 5.2299 0.7558
C 0.6038 -3.3784 3.8078
C 0.2723 -2.1972 4.7242
N -1.0774 -2.2834 5.2638
C -1.3345 -3.3219 6.2732
C -2.1320 -4.5011 5.7257
C -2.1152 -1.4820 4.9553
O -3.2145 -1.5702 5.4783
C -1.9658 -0.3827 3.9252
C -2.5405 0.8499 4.2321
C -2.6257 1.8198 3.2488
C -2.1179 1.5491 1.9937
N -1.5277 0.3807 1.7000
C -1.4810 -0.5709 2.6461
H 1.5122 -3.1812 3.2412
H -0.2153 -3.5661 3.1088
H 0.7594 -4.2878 4.3878
H 0.3966 -1.2520 4.1964
H 0.9739 -2.1871 5.5607
H -1.8937 -2.8623 7.0876
H -0.3697 -3.6530 6.6550
H -3.1348 -4.1798 5.4502
H -2.2194 -5.2701 6.4926
H -1.6468 -4.9414 4.8537
H -2.9411 1.0112 5.2241
H -3.1048 2.7695 3.4419
H -2.1868 2.2746 1.1932
H -1.0341 -1.5136 2.3550
*
```

---

(3)
Molecular formula: C2H3OP
Method: DFT, the ωB97M-V functional and the def2-TZVPD basis

HOMO energy	-9.18	eV
ΔE to the lowest compared entry with this formula, charge and spin	1.311	eV

Geometry as ORCA input:
```
! wB97M-V def2-TZVPD RIJCOSX def2/J DEFGRID3
* xyz 0 1
C -0.9643 -0.1380 -0.4287
C -0.2398 0.1797 0.6770
O 2.5630 -0.2240 -0.7120
P 2.0520 0.2696 0.5561
H -2.0492 -0.1221 -0.4119
H -0.5229 -0.5609 -1.2595
H -0.8387 0.5956 1.5790
*
```

---

(4)
Molecular formula: C28H23N7ORuS2
Method: DFT, the ωB97M-V functional and the def2-TZVPD basis

HOMO energy (spin up / spin down)	-6.00 / -6.00	eV

Geometry as ORCA input:
```
! wB97M-V def2-TZVPD RIJCOSX def2/J DEFGRID3
* xyz 0 1
Ru -0.2951 0.4387 0.5211
N 2.4000 -2.7407 2.0542
C 1.4466 -2.0359 1.3925
S 0.1180 -1.4697 2.3371
N 1.5833 -1.8502 0.1107
N 0.6858 -1.0705 -0.4880
C 0.7087 -0.9395 -1.8077
C 1.7804 -1.4320 -2.6762
C 2.2079 -0.6053 -3.7223
C 3.2255 -1.0054 -4.5646
C 3.8325 -2.2381 -4.3817
C 3.4218 -3.0612 -3.3450
C 2.4113 -2.6611 -2.4902
C -0.3972 -0.2250 -2.3829
C -0.8811 -0.5463 -3.6637
C -2.0117 0.0667 -4.1374
C -2.6441 1.0155 -3.3240
C -2.1129 1.2860 -2.0801
N -1.0228 0.6925 -1.6051
H 2.1480 -3.0356 2.9823
H 3.0056 -3.3354 1.5124
H 1.7542 0.3668 -3.8502
H 3.5557 -0.3531 -5.3617
H 4.6257 -2.5551 -5.0429
H 3.8959 -4.0219 -3.2020
H 2.0999 -3.2980 -1.6777
H -0.3605 -1.2957 -4.2397
H -2.4083 -0.1731 -5.1133
H -3.5143 1.5461 -3.6716
H -2.5624 2.0287 -1.4326
C -1.7688 3.8895 2.5527
C -2.8926 3.3630 3.2010
C -3.3788 2.1470 2.7891
C -2.7328 1.4496 1.7575
N -1.5598 1.9065 1.2446
C -1.1278 3.1112 1.6130
C -3.3112 0.2927 1.1121
C -4.7022 0.1421 1.0018
C -5.2164 -0.9303 0.3167
C -4.3313 -1.8399 -0.2669
C -2.9743 -1.5992 -0.1568
N -2.4672 -0.5719 0.5069
H -1.4028 4.8755 2.7887
H -3.3647 3.9145 4.0009
H -4.2406 1.7045 3.2640
H -0.2324 3.4641 1.1118
H -5.3535 0.8867 1.4284
H -6.2824 -1.0495 0.1997
H -4.6994 -2.7003 -0.8032
H -2.2588 -2.2704 -0.6177
O 0.6022 1.3992 2.6137
N 1.8594 1.2213 2.8375
C 2.2972 1.1042 4.1028
C 3.6246 0.9090 4.3867
C 4.5281 0.7819 3.3331
C 4.0727 0.8945 2.0395
C 2.7276 1.1557 1.7789
S 2.1118 1.4515 0.2107
H 1.5230 1.1643 4.8527
H 3.9452 0.8667 5.4147
H 5.5674 0.5792 3.5346
H 4.7420 0.7947 1.2012
*
```

---

(5)
Molecular formula: C17H15I2IrN12O
Method: DFT, the ωB97M-V functional and the def2-TZVPD basis

HOMO energy	-0.42	eV
ΔE to the lowest compared entry with this formula, charge and spin	0.000	eV

Geometry as ORCA input:
```
! wB97M-V def2-TZVPD RIJCOSX def2/J DEFGRID3
* xyz -2 1
Ir -1.0925 -0.8144 0.2806
N -4.2980 -1.9818 0.3585
C -4.1087 -0.6431 0.5224
N -5.1216 0.2252 0.7013
N -4.5672 1.4109 0.8100
N -3.2823 1.2402 0.6989
N -2.9267 -0.0300 0.5180
C -3.3486 -2.8778 -0.1145
N -3.6577 -4.1127 -0.4736
N -2.4795 -4.6244 -0.8831
N -1.5383 -3.7489 -0.7602
N -2.0612 -2.6039 -0.2630
H -5.2412 -2.3192 0.4152
I 2.8867 -0.9797 4.8639
C 3.0052 -1.3352 2.8081
C 4.2446 -1.5374 2.2286
C 4.3420 -1.8064 0.8829
I 6.2694 -2.1332 0.1052
C 3.1819 -1.8675 0.0667
C 3.2296 -2.2011 -1.3021
C 2.0699 -2.2844 -2.0226
C 0.8613 -1.9750 -1.4032
N 0.7800 -1.6020 -0.1308
C 1.9063 -1.6001 0.6436
C 1.7534 -1.3691 2.1082
O 0.6609 -1.2310 2.6655
H 5.1355 -1.4938 2.8413
H 4.1837 -2.4137 -1.7659
H 2.0685 -2.5711 -3.0661
H -0.0752 -2.0058 -1.9406
C -2.0035 4.9472 -1.0965
C -0.9992 3.8716 -0.8305
C 0.2460 3.6543 -1.4303
C 0.7527 2.5198 -0.7939
N -0.1572 2.1374 0.1018
N -1.2290 2.9380 0.0934
C 2.0089 1.7477 -1.0288
H -1.7012 5.5445 -1.9576
H -2.1087 5.6164 -0.2395
H -2.9875 4.5223 -1.3040
H 0.7181 4.2274 -2.2124
H -2.5746 2.0167 0.6277
H 2.5892 2.2219 -1.8208
H 1.7826 0.7251 -1.3311
H 2.6239 1.6865 -0.1295
C -0.1422 0.9173 0.9439
H -0.5237 1.2564 1.9157
H 0.9255 0.7360 1.0992
*
```

---

(6)
Molecular formula: C4H8ClN
Method: DFT, the ωB97M-V functional and the def2-TZVPD basis

HOMO energy	-8.92	eV
ΔE to the lowest compared entry with this formula, charge and spin	4.116	eV

Geometry as ORCA input:
```
! wB97M-V def2-TZVPD RIJCOSX def2/J DEFGRID3
* xyz 0 1
C -0.7773 0.7104 -2.6340
C -0.6218 0.6593 1.3318
C 1.5419 -0.6252 1.7742
C 0.8057 0.0245 0.8839
N -1.1104 -0.3677 -2.4455
Cl -0.0149 -2.0046 -2.0184
H 0.1179 1.3669 -2.7208
H -1.4387 0.4384 0.6209
H -0.5156 1.7784 1.3935
H -0.9488 0.2319 2.3323
H 2.5651 -0.9455 1.5080
H -1.9171 -0.9054 -2.6086
H 1.1989 -0.5958 2.7145
H 1.1152 0.2345 -0.1319
*
```

---

(7)
Molecular formula: C22H48F4O14S3
Method: DFT, the ωB97M-V functional and the def2-TZVPD basis

HOMO energy	-8.80	eV
structure (SMILES)	O=S(=O)(F)[C@H]1C[C@@H](S)[C@H](COC(F)(F)F)OS1(=O)=O.COCCOC.COCCOC.COCCOC.COCCOC

Geometry as ORCA input:
```
! wB97M-V def2-TZVPD RIJCOSX def2/J DEFGRID3
* xyz 0 1
O -1.8414 1.5167 2.6941
S -1.7033 1.2794 1.1399
O -3.1813 1.2079 0.6156
F -0.9024 2.6334 0.4576
C -0.9178 -0.3820 0.7474
C -1.4319 -1.0486 -0.6810
C -0.9572 -2.6176 -0.6629
S -0.8378 -3.1748 -2.4859
C 0.5388 -2.8794 -0.0280
C 0.4700 -3.4825 1.5307
O -0.2890 -4.7408 1.6253
C -1.3413 -4.6849 2.6515
F -1.8198 -6.1061 2.8360
F -0.8677 -4.2515 3.9993
F -2.5730 -3.9325 2.2048
O 1.4735 -1.7501 -0.1709
S 0.9559 -0.3666 0.6800
O 1.5261 0.9280 -0.0181
O 1.5498 -0.4205 2.1083
H -1.2646 -1.1253 1.5911
H -2.6123 -0.9536 -0.8067
H -0.8418 -0.4952 -1.5471
H -1.8152 -3.2422 -0.1682
H -0.3487 -4.5035 -2.4511
H 1.0074 -3.7733 -0.6653
H 1.6000 -3.7621 1.7941
H 0.1382 -2.6457 2.2783
C 1.2481 -4.9863 -6.5904
O 1.0816 -3.7379 -5.9268
C 2.3313 -3.0772 -5.6969
C 2.5534 -1.9454 -6.7038
O 2.7432 -2.4590 -8.0263
C 1.5773 -2.3183 -8.8309
H 0.2627 -5.3381 -6.9106
H 1.8887 -4.8966 -7.4710
H 1.6717 -5.7197 -5.8963
H 3.1620 -3.7918 -5.7178
H 2.2821 -2.6480 -4.6916
H 3.4706 -1.4113 -6.4353
H 1.7252 -1.2254 -6.6777
H 1.4432 -1.2689 -9.1088
H 0.6832 -2.6827 -8.3162
H 1.7167 -2.9070 -9.7420
C 0.1768 5.9913 4.7669
O -0.8968 5.6373 3.9018
C -1.2210 4.2448 3.9847
C -2.4816 4.0182 4.8237
O -2.2520 4.3384 6.1998
C -2.8040 5.6008 6.5581
H 0.2400 7.0830 4.8054
H 0.0227 5.6157 5.7812
H 1.1182 5.6015 4.3656
H -0.3763 3.6686 4.3793
H -1.4132 3.9031 2.9632
H -2.7439 2.9560 4.7838
H -3.3298 4.5892 4.4243
H -3.8939 5.5262 6.6141
H -2.5221 6.3830 5.8469
H -2.4203 5.8750 7.5448
C -2.0645 9.6736 6.8627
O -2.7565 9.0818 7.9569
C -2.9432 10.0011 9.0391
C -4.3769 10.5375 9.0694
O -4.6407 11.3738 7.9381
C -5.4073 10.7057 6.9419
H -2.1313 8.9943 6.0075
H -2.4993 10.6348 6.5784
H -1.0087 9.8057 7.1215
H -2.2170 10.8203 8.9871
H -2.7570 9.4448 9.9627
H -4.5001 11.1607 9.9612
H -5.1043 9.7175 9.1292
H -6.4425 10.6004 7.2795
H -4.9931 9.7214 6.7041
H -5.3952 11.3153 6.0340
C 4.4547 -10.7744 -6.6554
O 4.7259 -10.0810 -7.8687
C 3.6417 -9.2306 -8.2591
C 3.9436 -7.7645 -7.9371
O 3.9834 -7.5426 -6.5237
C 5.3155 -7.4402 -6.0321
H 5.3830 -11.2417 -6.3131
H 4.0952 -10.1010 -5.8737
H 3.7147 -11.5609 -6.8371
H 2.7039 -9.5516 -7.7915
H 3.5307 -9.3363 -9.3425
H 3.1337 -7.1437 -8.3339
H 4.8790 -7.4404 -8.4116
H 5.7494 -6.4826 -6.3340
H 5.9439 -8.2612 -6.3902
H 5.2818 -7.4808 -4.9397
*
```

---

(8)
Molecular formula: C37H47Cl2F5I2N3O5RuS2Si
Method: DFT, the ωB97M-V functional and the def2-TZVPD basis

HOMO energy (spin up / spin down)	-7.48 / -8.10	eV
ΔE to the lowest compared entry with this formula, charge and spin	0.452	eV

Geometry as ORCA input:
```
! wB97M-V def2-TZVPD RIJCOSX def2/J DEFGRID3
* xyz 0 6
Ru -1.5918 -0.5288 1.2115
I -3.1788 -0.7863 4.1805
C -4.8462 -0.4410 2.9157
I -4.2797 0.4398 1.0483
H -5.5442 0.1906 3.4521
H -5.2792 -1.4127 2.7048
C 2.3665 -0.5634 -1.3242
C 1.7887 -1.4613 -0.2420
C 2.8790 -2.2079 0.5111
C 0.7904 -2.4345 -0.8416
O 1.0407 -0.6471 0.7159
Si 1.5740 0.5535 1.6973
S -0.2703 1.1423 2.6180
O 2.2458 1.7200 0.8012
C 3.0326 2.8999 1.0032
C 2.1221 4.1023 0.7875
C 3.6400 2.9461 2.3972
C 4.1245 2.8563 -0.0566
O 2.6586 0.0779 2.8003
C 2.6410 -0.5606 4.0879
C 1.5686 -1.6399 4.1214
C 2.3835 0.5052 5.1455
C 4.0258 -1.1693 4.2591
H 2.8383 -1.1841 -2.0867
H 3.1097 0.1224 -0.9245
H 1.5732 0.0166 -1.7966
H 3.4000 -2.8746 -0.1772
H 2.4421 -2.8117 1.3074
H 3.6081 -1.5245 0.9460
H 1.2763 -2.9787 -1.6508
H -0.0710 -1.9021 -1.2443
H 0.4510 -3.1564 -0.0980
H 1.3368 4.1240 1.5437
H 1.6515 4.0489 -0.1930
H 2.7001 5.0245 0.8569
H 2.8610 2.9723 3.1594
H 4.2450 3.8479 2.4954
H 4.2690 2.0781 2.5802
H 3.6798 2.7679 -1.0474
H 4.7760 1.9981 0.1067
H 4.7292 3.7619 -0.0214
H 0.5748 -1.2148 3.9710
H 1.5779 -2.1475 5.0862
H 1.7411 -2.3816 3.3421
H 1.4159 0.9801 4.9805
H 3.1597 1.2692 5.1137
H 2.3805 0.0561 6.1391
H 4.1997 -1.9348 3.5034
H 4.1195 -1.6270 5.2436
H 4.7914 -0.4001 4.1580
Cl 1.4755 -2.7799 -4.4948
C -0.1573 -3.3698 -4.3953
C -0.3297 -4.6333 -3.8508
C -1.5821 -5.2124 -3.7954
C -2.6643 -4.5179 -4.3117
C -2.4763 -3.2595 -4.8424
Cl -3.8753 -2.4243 -5.4695
C -1.2271 -2.6192 -4.8925
N -1.1364 -1.3533 -5.4565
C -0.4301 -0.2597 -4.8493
C 0.7625 0.1800 -5.4075
C 1.4140 1.2841 -4.8911
C 0.8563 1.9722 -3.8210
C -0.3456 1.5499 -3.2837
C -1.0073 0.4281 -3.7827
C -2.3345 0.0061 -3.1976
C -2.4496 0.3278 -1.7157
O -3.3534 1.0912 -1.3359
O -1.5764 -0.2295 -0.9846
H 0.5412 -5.1548 -3.4815
H -1.7159 -6.1910 -3.3608
H -3.6602 -4.9323 -4.2866
H -2.0546 -1.0528 -5.7617
H 1.1692 -0.3598 -6.2503
H 2.3489 1.6110 -5.3262
H 1.3587 2.8372 -3.4091
H -0.7833 2.0825 -2.4479
H -2.4669 -1.0738 -3.3003
H -3.1611 0.4959 -3.7174
F -3.4650 -2.4770 -0.7504
C -2.6977 -3.2417 0.0595
C -1.9975 -2.6796 1.1130
C -1.2767 -3.5748 1.8777
F -0.5448 -3.1319 2.9330
C -1.2109 -4.9354 1.6230
F -0.4775 -5.7570 2.3865
C -1.9208 -5.4480 0.5496
F -1.8878 -6.7592 0.2826
C -2.6818 -4.5968 -0.2344
F -3.3973 -5.1003 -1.2497
C -2.6270 5.0236 -0.7858
N -2.4005 4.8386 0.6266
C -2.9683 5.7422 1.6162
C -2.4842 5.1487 2.9541
N -1.8538 3.9091 2.5298
C -1.7794 3.8019 1.1987
S -1.0645 2.5378 0.3400
H -2.0852 5.8977 -1.1517
H -3.6934 5.1579 -0.9726
H -2.2904 4.1393 -1.3211
H -4.0579 5.7504 1.5345
H -2.6050 6.7591 1.4543
H -3.3103 4.9487 3.6361
H -1.7668 5.8008 3.4561
H -1.3220 3.2915 3.1270
*
```

---

(9)
Molecular formula: C4H6
Method: DFT, the ωB97M-V functional and the def2-TZVPD basis

HOMO energy	-9.24	eV
ΔE to the lowest compared entry with this formula, charge and spin	3.580	eV

Geometry as ORCA input:
```
! wB97M-V def2-TZVPD RIJCOSX def2/J DEFGRID3
* xyz 0 1
C -0.6625 -0.4225 -1.9554
C -0.1082 0.2185 -0.6037
C 0.6989 0.2796 0.3967
C 0.6572 0.4572 2.0286
H -0.7446 -1.6914 -1.5189
H -1.7811 -0.0551 -2.3565
H -0.0832 -0.3133 -2.8614
H 1.6155 0.5535 2.1322
H 0.0394 1.4329 2.1735
H 0.3685 -0.4594 2.5650
*
```

---

Number 1: energy -252.07699 hartree, maximum force 0.0928 hartree/bohr. Number 2: energy -3347.99636 hartree, maximum force 0.0788 hartree/bohr. Number 3: energy -494.51535 hartree, maximum force 0.0649 hartree/bohr. Number 4: energy -2430.55377 hartree, maximum force 0.0951 hartree/bohr. Number 5: energy -2088.88261 hartree, maximum force 0.0058 hartree/bohr. Number 6: energy -671.98545 hartree, maximum force 0.1253 hartree/bohr. Number 7: energy -3513.93005 hartree, maximum force 0.1770 hartree/bohr. Number 8: energy -5174.57571 hartree, maximum force 0.0108 hartree/bohr. Number 9: energy -155.83113 hartree, maximum force 0.1209 hartree/bohr.